164
Properties=species:S:1:pos:R:3:forces:R:3:lowdin_spin:R:1 method="wB97M-V/def2-TZVPD" total_charge=-1 max_force_ev_per_a=1.76 e_lumo_ev="1.4 / 1.4" e_homo_ev="-3.946 / -4.109" s_squared=0.80 spin_multiplicity=2
Ru 0.0416 0.8039 0.0933 1.0 -1.0 1.0 0.758
C 1.8989 4.7980 3.0939 -0.1 -0.1 -0.1 0.000
C 2.4809 4.3581 4.4382 0.0 0.0 0.1 0.000
C 3.4862 5.4004 4.9391 0.0 0.0 0.0 0.000
C 1.3470 4.1929 5.4517 0.0 0.0 0.0 0.000
C 3.2652 3.0696 4.1709 -0.1 -0.1 0.0 0.000
O 4.0644 2.9938 3.2598 0.1 0.0 0.0 0.001
N 3.0064 2.0168 5.0009 0.1 -0.1 0.2 0.000
C 3.5263 0.7118 4.7891 0.1 0.1 -0.2 0.002
C 4.3153 0.1312 5.7720 0.0 0.0 0.0 0.000
C 4.8933 -1.1117 5.5647 0.0 0.0 0.0 0.002
C 4.7129 -1.7541 4.3496 0.0 0.0 0.0 0.000
C 3.9084 -1.1819 3.3764 0.0 -0.1 0.0 0.003
C 3.2651 0.0362 3.5865 -0.2 0.1 0.1 0.003
C 2.3175 0.5434 2.5521 0.3 -0.3 0.2 0.030
C 0.9904 0.8271 2.8976 -0.2 0.3 -0.1 0.005
C 0.4228 0.7333 4.2166 0.1 -0.1 0.1 0.013
C -0.8206 1.2594 4.1698 0.0 0.1 -0.1 0.006
C -1.0811 1.6276 2.8067 0.3 -0.1 0.4 0.011
N 0.0418 1.3335 2.0463 -0.2 0.3 -0.3 0.019
C -2.2556 2.1657 2.3548 -0.1 0.2 -0.1 -0.028
C -2.6424 2.1280 1.0034 0.2 0.1 0.0 0.002
C -3.7585 2.7490 0.4109 0.1 0.2 0.0 -0.017
C -3.7625 2.3578 -0.9119 -0.2 -0.1 -0.1 0.001
C -2.6595 1.4955 -1.0747 -0.3 0.0 0.0 -0.018
C -2.1926 0.9266 -2.3464 0.6 0.5 0.3 0.001
C -0.9242 1.5918 -2.7120 -0.1 0.3 0.2 0.017
N 0.1242 1.5652 -1.8269 -0.2 0.2 0.2 0.037
C 1.1654 2.2501 -2.4156 -0.1 0.1 0.0 0.005
C 2.5065 2.2363 -1.9144 0.1 0.2 0.0 0.049
C 2.9034 1.6492 -0.7534 -0.1 -0.2 0.1 -0.013
C 4.2778 1.5322 -0.2735 -0.2 0.1 -0.1 -0.004
C 4.2268 0.9851 0.9474 0.0 0.0 0.2 -0.015
C 2.8155 0.7890 1.2771 0.0 0.4 0.0 0.001
N 2.0514 1.1289 0.2183 0.6 -0.5 -0.3 0.047
C 3.5331 2.9297 -2.7515 -0.1 -0.1 -0.1 0.006
C 4.1044 2.2509 -3.8196 0.0 0.0 0.0 0.002
C 5.0454 2.8499 -4.6425 0.0 -0.1 0.0 0.000
C 5.4241 4.1544 -4.3791 0.0 0.0 0.0 0.000
C 4.8666 4.8505 -3.3178 0.1 -0.1 0.0 0.000
C 3.9020 4.2628 -2.5021 -0.1 0.0 -0.1 0.002
N 3.3009 4.8992 -1.3967 0.0 0.0 0.1 0.001
C 2.8783 6.1721 -1.0509 0.0 -0.1 -0.2 0.000
O 2.3621 6.3032 0.0397 -0.1 0.0 0.2 0.000
C 3.0203 7.3801 -1.9844 0.1 0.0 -0.1 0.000
C 4.4790 7.8868 -1.9320 0.0 0.0 0.0 0.000
C 2.5394 7.0564 -3.4056 0.0 0.0 0.0 0.000
C 2.1215 8.4951 -1.4437 0.0 0.0 0.0 0.000
C 0.7309 2.8030 -3.6198 0.0 0.3 0.3 0.020
C -0.5995 2.3931 -3.7988 0.0 0.2 0.2 0.005
C -2.8650 -0.0281 -2.9902 -0.3 -0.5 -0.6 -0.001
C -3.9837 -0.7430 -2.2445 0.0 -0.3 -0.1 -0.001
C -5.1493 -1.1134 -3.1023 0.0 0.1 0.0 0.000
C -4.9427 -1.3694 -4.3905 0.2 0.0 -0.1 0.000
C -3.6174 -1.2233 -4.9816 -0.1 0.0 0.0 -0.001
C -2.6211 -0.5564 -4.3605 0.3 0.1 0.0 0.000
N -1.3960 -0.2418 -5.0052 -0.2 -0.3 0.1 0.001
C -0.9235 -0.7024 -6.2120 -0.1 0.1 0.0 0.000
O -1.3832 -1.6594 -6.8054 -0.3 -0.1 0.1 0.000
C 0.1938 0.1416 -6.8504 0.0 -0.1 -0.1 0.000
C -0.4661 1.4246 -7.3745 -0.1 0.0 0.0 0.000
C 1.3106 0.4880 -5.8676 0.0 0.2 0.0 0.000
C 0.7774 -0.6424 -8.0239 0.0 0.0 0.0 0.000
N -1.9684 1.3725 0.0546 -0.5 -0.4 0.0 0.002
C -3.1102 2.8649 3.3536 -0.1 -0.1 0.0 -0.002
C -2.5787 3.9313 4.0672 0.0 0.2 -0.1 -0.002
C -3.3291 4.6193 5.0086 -0.1 0.0 0.0 0.000
C -4.6329 4.2160 5.2584 0.1 0.0 -0.1 -0.002
C -5.1823 3.1361 4.5818 -0.1 0.1 0.0 0.000
C -4.4261 2.4640 3.6253 0.0 -0.3 0.1 -0.002
N -4.8691 1.3013 2.9770 0.0 0.0 -0.1 0.000
C -6.1029 0.7279 2.9507 0.1 -0.1 0.0 0.000
O -7.0633 1.1633 3.5598 -0.1 0.0 0.0 0.000
C -6.1909 -0.5229 2.0586 0.0 -0.1 0.1 0.000
C -4.9490 -1.4150 2.1890 0.0 0.0 0.0 0.000
C -6.3452 -0.0546 0.6058 0.0 0.0 0.0 0.000
C -7.4308 -1.3131 2.4709 0.0 0.0 0.0 0.000
H 1.3919 5.7590 3.1990 0.0 0.0 0.0 0.000
H 1.1784 4.0636 2.7193 0.0 0.0 0.0 0.000
H 2.6797 4.8972 2.3482 0.1 0.1 -0.1 0.000
H 2.9873 6.3631 5.0726 0.0 0.0 0.0 0.000
H 4.2928 5.5219 4.2163 0.0 0.0 0.0 0.000
H 3.9222 5.1035 5.8969 0.0 0.0 0.0 0.000
H 0.7326 5.0958 5.4510 0.0 0.0 0.0 0.000
H 1.7197 4.0623 6.4735 0.0 0.0 0.0 0.000
H 0.6985 3.3515 5.1996 0.0 0.0 0.0 0.000
H 2.4417 2.1799 5.8159 -0.1 -0.1 -0.1 0.000
H 4.4858 0.6711 6.6959 0.0 0.0 0.0 0.000
H 5.4960 -1.5647 6.3414 0.0 0.0 0.0 0.000
H 5.1779 -2.7140 4.1653 0.0 0.0 0.0 0.000
H 3.7356 -1.7005 2.4395 0.0 0.0 0.0 0.000
H 0.9092 0.2854 5.0687 0.0 0.0 0.0 0.000
H -1.5320 1.3406 4.9767 0.0 0.1 0.0 0.000
H -4.4317 3.4427 0.8919 0.0 -0.1 0.1 -0.001
H -4.4659 2.6362 -1.6822 0.0 0.0 0.0 0.001
H 5.1498 1.8610 -0.8165 0.0 0.0 0.0 0.000
H 5.0466 0.8042 1.6220 0.0 0.0 0.0 -0.001
H 3.7922 1.2284 -3.9970 0.0 0.0 0.0 0.000
H 5.4796 2.3035 -5.4692 0.0 0.0 0.0 0.000
H 6.1654 4.6440 -4.9983 0.0 0.0 0.0 0.000
H 5.1975 5.8567 -3.1299 0.0 0.0 0.0 0.000
H 2.9687 4.2444 -0.6953 0.0 0.0 0.0 0.000
H 5.2067 7.0943 -1.7734 0.0 0.0 0.0 0.000
H 4.5951 8.5846 -1.1021 0.0 0.0 0.0 0.000
H 4.7359 8.4100 -2.8557 0.0 0.0 0.0 0.000
H 3.0870 6.2546 -3.8909 0.0 0.1 0.0 0.000
H 2.6361 7.9520 -4.0235 0.0 0.0 0.0 0.000
H 1.4853 6.7731 -3.3854 0.0 0.0 0.0 0.000
H 2.3649 8.7269 -0.4092 0.0 0.0 0.0 0.000
H 1.0715 8.2045 -1.4789 0.0 0.0 0.0 0.000
H 2.2600 9.3901 -2.0555 0.0 0.0 0.0 0.000
H 1.3237 3.4143 -4.2822 0.0 0.0 0.0 0.001
H -1.2702 2.6672 -4.5996 0.0 -0.1 0.0 0.000
H -4.3070 -0.1038 -1.4298 0.0 0.0 0.1 0.000
H -6.1294 -1.1996 -2.6470 0.0 0.0 0.0 0.000
H -5.7534 -1.6890 -5.0348 0.0 0.0 0.0 0.000
H -3.4647 -1.5866 -5.9790 0.1 -0.1 -0.2 0.000
H -0.8245 0.4435 -4.5284 -0.1 0.0 -0.1 0.000
H -0.9549 1.9767 -6.5703 0.1 0.0 -0.1 0.000
H -1.2172 1.1872 -8.1305 0.0 0.0 0.0 0.000
H 0.2869 2.0728 -7.8281 0.0 0.0 0.0 0.000
H 1.0373 1.2949 -5.1812 0.1 -0.3 -0.2 0.000
H 2.1949 0.8099 -6.4216 0.0 0.1 0.0 0.000
H 1.5891 -0.3776 -5.2751 0.1 -0.2 0.1 0.000
H -0.0046 -0.9968 -8.6908 0.0 0.0 0.0 0.000
H 1.3319 -1.5144 -7.6725 0.0 0.0 0.0 0.000
H 1.4614 0.0022 -8.5804 0.0 0.0 0.0 0.000
H -1.5651 4.2419 3.8426 0.0 0.0 0.0 0.000
H -2.8982 5.4618 5.5334 0.0 0.0 0.0 0.000
H -5.2353 4.7369 5.9921 0.0 0.0 0.0 0.000
H -6.1855 2.7998 4.7923 0.0 0.0 0.0 0.000
H -4.1730 0.8822 2.3786 0.0 0.0 0.0 0.000
H -4.0383 -0.9472 1.8091 0.0 -0.1 -0.1 0.000
H -5.1000 -2.3267 1.6070 0.0 0.0 0.0 0.000
H -4.7757 -1.7032 3.2275 0.0 0.0 0.0 0.000
H -5.4218 0.3826 0.2217 0.0 0.1 0.1 0.000
H -7.1366 0.6930 0.5214 0.0 0.0 0.0 0.000
H -6.6136 -0.9058 -0.0255 0.0 0.0 0.0 0.000
H -7.3580 -1.6495 3.5062 0.0 0.0 0.0 0.000
H -7.5303 -2.1877 1.8249 0.0 0.0 0.0 0.000
H -8.3286 -0.7029 2.3861 0.0 0.0 0.0 0.000
Cl 3.3604 -5.6523 -0.3914 -0.1 0.1 0.0 0.000
C 2.3628 -4.2851 0.0592 0.0 -0.1 0.0 0.000
C 1.8894 -4.1882 1.3359 0.0 0.0 0.0 0.000
C 1.1081 -3.0941 1.7335 -0.1 0.1 0.2 0.000
I 0.3942 -2.9863 3.6871 0.0 -0.1 0.0 0.000
C 0.7874 -2.0444 0.8710 0.3 -0.3 0.0 0.000
O 0.1229 -1.0146 1.2275 -0.5 0.7 -0.4 0.010
C 1.2626 -2.1992 -0.4775 -0.2 0.2 0.2 0.002
N 0.8851 -1.2060 -1.3050 -0.3 0.4 -0.4 0.037
C 1.2541 -1.2447 -2.5577 0.1 -0.1 0.0 0.001
C 2.0441 -2.2952 -3.0723 -0.1 0.1 0.0 0.001
C 2.4360 -3.3086 -2.2480 0.0 0.0 0.0 -0.002
C 2.0432 -3.2923 -0.8948 0.1 -0.1 0.0 0.001
H 2.1268 -4.9643 2.0508 0.0 0.0 0.0 0.000
H 0.9376 -0.4216 -3.1908 0.0 0.0 0.1 0.000
H 2.3349 -2.2933 -4.1102 0.0 0.0 -0.2 0.000
H 3.0377 -4.1290 -2.6158 0.0 0.0 0.0 0.000
C -3.5516 -3.3778 -2.0634 0.0 0.1 0.0 0.000
C -3.3221 -1.9783 -1.5381 0.3 0.2 0.3 0.000
O -2.5920 -1.7813 -0.5945 -0.3 -0.1 -0.3 0.000
H -4.5784 -3.5466 -2.3804 0.0 0.0 0.0 0.000
H -3.2587 -4.0879 -1.2942 0.0 0.0 0.0 0.000
H -2.9123 -3.5182 -2.9393 0.0 0.0 0.0 0.000